1.
Here is a structure of composition C67H87CuN9O22P3 at a distorted geometry from OMol25. Energies are from the ωB97M-V functional and the def2-TZVPD basis.

Each line ends with the Mulliken charge.
Positions of all 189 atoms, in Å:
Cu  -0.865  -1.744  1.521  1.329
O  0.748  1.630  0.694  0.520
C  -0.204  0.745  0.984  0.385
O  -0.929  0.190  0.134  -0.413
O  -0.363  0.389  2.181  -0.712
H  0.779  1.542  -0.261  -0.403
C  -1.372  6.056  4.562  -0.384
C  -2.246  5.213  5.150  -0.774
C  -2.668  4.018  4.372  0.084
O  -3.623  3.347  4.668  -0.451
C  -1.779  3.679  3.254  0.306
C  -0.633  4.384  2.900  -0.068
C  -0.442  5.749  3.450  -0.150
O  0.366  6.538  3.042  -0.548
H  -1.140  6.975  5.081  0.424
H  -2.833  5.597  5.971  0.473
H  -1.898  2.667  2.894  0.163
H  0.195  4.065  2.284  0.902
C  3.453  4.498  1.958  0.070
C  3.615  4.258  0.623  -0.381
C  3.948  5.263  -0.390  0.374
O  4.274  5.039  -1.572  -0.565
C  3.767  6.560  0.133  -0.418
C  3.533  6.834  1.411  -0.535
C  3.554  5.874  2.554  0.006
O  3.660  6.171  3.745  -0.575
H  3.055  3.761  2.640  0.367
H  3.463  3.259  0.242  0.721
H  3.931  7.405  -0.519  0.433
H  3.343  7.811  1.831  0.401
C  -0.463  -0.825  -2.857  1.340
C  -1.496  -1.066  -3.629  -0.335
C  -1.605  -2.288  -4.500  -0.132
O  -2.618  -2.658  -5.093  -0.665
C  -0.383  -3.038  -4.449  -0.903
C  0.700  -2.754  -3.690  -0.356
C  0.719  -1.675  -2.692  0.547
O  1.571  -1.561  -1.849  -0.704
H  -0.438  0.035  -2.205  -0.140
H  -2.102  -0.202  -3.857  0.143
H  -0.346  -3.895  -5.106  0.450
H  1.557  -3.410  -3.725  0.460
C  -0.539  3.961  -4.513  -0.376
C  -0.254  4.700  -3.426  -0.642
C  -0.619  4.355  -2.063  0.138
O  -0.376  4.988  -1.027  -0.586
C  -1.417  3.169  -2.003  0.284
C  -1.606  2.430  -3.095  -0.293
C  -1.027  2.620  -4.403  0.565
O  -1.030  1.806  -5.304  -0.643
H  -0.635  4.495  -5.447  0.364
H  -0.085  5.763  -3.512  0.458
H  -1.921  2.764  -1.137  0.541
H  -2.209  1.562  -2.873  0.389
C  4.955  0.412  -1.582  -0.696
C  3.654  0.820  -1.501  0.113
C  3.090  1.736  -2.405  1.293
O  1.873  1.905  -2.566  -0.225
C  4.068  2.421  -3.286  0.232
C  5.469  2.097  -3.179  -1.271
C  5.991  0.989  -2.417  -0.079
O  7.133  0.577  -2.386  -0.602
H  5.263  -0.409  -0.950  0.364
H  3.053  0.163  -0.890  0.269
H  3.721  3.173  -3.979  0.373
H  6.104  2.791  -3.710  0.484
C  3.023  3.843  6.206  -0.442
C  3.580  3.038  5.223  -0.368
C  2.826  1.981  4.612  -0.461
O  3.282  1.261  3.716  -0.471
C  1.371  2.039  4.854  1.002
C  0.866  2.938  5.752  -0.242
C  1.648  3.979  6.470  0.056
O  1.140  4.901  7.141  -0.605
H  3.742  4.423  6.765  0.412
H  4.650  2.951  5.108  0.456
H  0.708  1.310  4.412  -0.027
H  -0.211  2.925  5.829  0.573
C  -4.003  0.397  2.821  1.328
C  -4.036  1.308  1.828  -0.451
C  -5.019  2.379  1.701  0.180
O  -4.955  3.200  0.762  -0.640
C  -6.041  2.292  2.813  -0.692
C  -6.029  1.355  3.787  -0.580
C  -5.016  0.380  3.895  -0.013
O  -5.039  -0.484  4.736  -0.538
H  -3.284  -0.407  2.866  -0.138
H  -3.276  1.295  1.061  0.568
H  -6.779  3.068  2.955  0.364
H  -6.891  1.416  4.436  0.455
C  3.736  -2.191  1.901  -0.427
C  4.929  -2.413  1.235  -0.245
C  5.009  -3.259  0.034  0.132
O  6.095  -3.370  -0.577  -0.599
C  3.647  -3.730  -0.373  -0.750
C  2.502  -3.490  0.326  0.213
C  2.407  -2.738  1.550  0.042
O  1.377  -2.647  2.248  -0.248
H  3.858  -1.538  2.752  0.259
H  5.716  -1.732  1.525  0.398
H  3.659  -4.203  -1.344  0.385
H  1.585  -3.781  -0.165  0.465
O  5.016  2.089  -8.055  -0.899
P  3.629  1.685  -7.671  0.359
N  3.502  0.750  -6.253  0.908
C  2.218  0.285  -5.655  -1.359
C  4.746  0.260  -5.641  -1.002
N  2.811  0.679  -8.837  0.434
C  3.011  -0.758  -8.893  -1.076
C  2.060  1.269  -9.940  -1.052
N  2.629  3.068  -7.348  0.249
C  3.160  4.280  -6.944  -1.088
C  1.118  2.876  -7.145  -0.688
H  1.642  -0.160  -6.467  0.471
H  1.630  1.037  -5.131  -0.433
H  2.349  -0.530  -4.942  0.835
H  5.153  -0.671  -6.035  0.333
H  4.561  0.006  -4.597  0.134
H  5.533  1.007  -5.747  0.330
H  3.432  -1.207  -7.993  0.286
H  2.078  -1.204  -9.240  0.282
H  3.758  -0.844  -9.682  0.378
H  1.686  2.228  -9.581  0.288
H  2.717  1.369  -10.803  0.293
H  1.106  0.746  -10.000  0.404
H  4.248  4.296  -7.011  0.378
H  2.677  5.012  -7.590  0.339
H  3.066  4.483  -5.877  0.265
H  0.908  2.856  -6.075  -0.458
H  0.736  1.991  -7.653  0.230
H  0.522  3.673  -7.588  0.579
O  -1.973  -2.780  3.289  0.338
P  -1.714  -3.151  4.671  -0.304
N  -0.874  -4.629  4.998  0.507
C  -1.049  -5.356  6.262  -1.252
C  0.079  -5.261  4.034  -0.761
N  -3.216  -3.314  5.488  0.598
C  -3.435  -3.188  6.938  -1.044
C  -4.210  -4.248  4.853  -0.664
N  -0.830  -1.981  5.560  0.136
C  0.553  -1.766  5.435  -1.036
C  -1.469  -0.683  5.896  -0.389
H  -0.270  -6.109  6.386  0.441
H  -1.990  -5.882  6.104  0.306
H  -1.102  -4.691  7.124  0.290
H  0.004  -6.346  4.104  0.468
H  1.105  -5.141  4.382  0.434
H  0.114  -4.733  3.081  -0.267
H  -2.833  -2.380  7.356  0.307
H  -4.503  -3.113  7.139  0.298
H  -3.100  -4.071  7.482  0.314
H  -4.276  -4.149  3.770  -0.267
H  -3.911  -5.296  4.871  0.244
H  -5.212  -4.156  5.272  0.436
H  0.826  -1.251  4.514  0.230
H  0.836  -1.155  6.293  0.435
H  1.077  -2.720  5.492  0.328
H  -2.525  -0.695  5.626  0.259
H  -0.865  0.109  5.452  -0.304
H  -1.460  -0.445  6.959  0.246
O  -1.540  -3.418  0.023  -0.093
P  -2.952  -3.888  -0.132  -0.945
N  -3.317  -4.550  -1.706  0.772
C  -2.214  -5.007  -2.561  -0.998
C  -4.666  -4.800  -2.273  -1.047
N  -4.146  -2.724  0.018  0.633
C  -4.014  -1.484  -0.826  0.048
C  -5.046  -2.594  1.161  -1.096
N  -3.396  -5.207  0.909  0.564
C  -2.443  -5.760  1.886  -0.461
C  -4.698  -5.778  1.019  -1.153
H  -2.430  -5.103  -3.625  0.456
H  -2.013  -6.039  -2.272  0.413
H  -1.308  -4.411  -2.456  -0.046
H  -4.542  -5.597  -3.005  0.457
H  -4.995  -3.923  -2.832  0.278
H  -5.455  -5.181  -1.625  0.281
H  -4.234  -0.678  -0.127  -0.235
H  -2.981  -1.341  -1.144  -0.269
H  -4.683  -1.414  -1.684  0.267
H  -5.628  -1.673  1.132  0.584
H  -5.657  -3.492  1.252  0.164
H  -4.341  -2.547  1.991  0.193
H  -1.397  -5.496  1.728  -0.193
H  -2.856  -5.582  2.879  -0.106
H  -2.377  -6.840  1.756  0.548
H  -5.259  -5.722  1.952  0.270
H  -4.712  -6.828  0.728  0.316
H  -5.396  -5.340  0.306  0.261

Output
F_max = 5.5 eV/A
calculated total energy = -7417.5472 hartree
charge = 0

=====

2.
Here is a structure of composition C3HO2S at a distorted geometry from OMol25. Energies are from the ωB97M-V functional and the def2-TZVPD basis.

Each line ends with the natural charge from an NBO analysis.
Positions of all 7 atoms, in Å:
C  -0.444  1.070  -0.502  -0.302
C  0.573  -0.586  -0.753  -0.134
C  0.413  -1.165  0.534  0.655
O  1.591  -0.598  0.410  -0.566
O  -0.102  -1.909  1.345  -0.654
S  -1.829  1.469  -1.284  -0.130
H  -0.203  1.718  0.250  0.130

Output
relative energy (zero: lowest compared OMol25 entry of this formula, charge and spin) = 51.1 kcal/mol
F_max = 5.0 eV/A
charge = -1

=====

> Look up the F_max of the first one.

5.5 eV/A